Entry from OMol25: a 3-piece molecular cluster, C25H50BF7O10P2S overall in a non-equilibrium geometry (ωB97M-V/def2-TZVPD).

Calculated values
E: -96304.71172 eV

Each line ends with the Löwdin charge.
Cartesian coordinates (Å):
C1 -2.09870 6.87747 -6.68223  -0.082
H1 -2.77222 7.70038 -6.94006  0.070
H2 -1.49336 6.63183 -7.55896  0.080
C2 5.48360 -7.34689 0.81487  -0.209
O1 0.28904 -3.49140 1.54617  -0.355
H3 -4.18583 10.89154 -4.73068  0.080
C3 -3.34575 6.77620 -1.03509  -0.295
C4 4.41705 -7.98683 3.14852  -0.120
H4 4.38840 -9.04178 2.59554  0.095
C5 6.10668 -6.15799 -0.12769  -0.201
H5 8.11323 -5.65526 1.15031  0.113
C6 3.07216 -6.37387 1.34584  -0.175
C7 4.50503 -6.77248 2.04386  -0.320
F1 -2.80582 -6.83966 2.37865  0.027
H6 -1.59016 2.84243 -1.90759  0.078
P1 -1.03229 1.24335 2.31754  0.781
O2 -1.97503 7.70019 -4.40081  -0.256
H7 -3.86455 -2.07458 3.00727  0.063
H8 7.13783 -2.04585 -0.71236  0.091
H9 -2.72606 6.01287 -6.44320  0.070
H10 -3.55265 9.64374 -5.82536  0.071
H11 1.80969 -5.48677 3.13960  0.130
O3 -1.88572 2.61698 1.97094  -0.256
H12 -1.87021 3.54202 3.81785  0.108
H13 2.80770 -6.99932 0.38119  0.125
H14 -2.01309 6.42017 0.63511  0.061
H15 3.57435 -7.86201 3.95115  0.069
C8 -0.67279 1.54637 -0.44536  -0.284
C9 -4.61863 8.87332 -4.09907  -0.287
H16 -0.00084 4.44831 1.55050  0.069
H17 -2.08342 8.11276 0.09581  0.078
O4 -3.30985 7.47951 -2.27036  -0.262
F2 -5.31012 -6.79420 2.08455  0.018
O5 -4.28455 7.52211 -4.39903  -0.271
C10 5.59769 -3.12766 1.75121  -0.099
H18 -2.01956 -1.87984 1.23067  0.081
O6 -1.84592 5.82877 -3.00851  -0.209
H19 6.29557 -8.11704 1.22146  0.122
H20 -4.31601 -1.16661 1.54699  0.081
H21 -4.22100 7.11959 -0.47580  0.118
O7 -1.91833 0.15273 1.42712  -0.251
B1 0.40138 -6.31601 1.41643  -0.103
H22 4.74557 -7.97755 0.12371  0.111
H23 5.57864 -3.66984 2.80181  0.075
H24 1.67307 -7.36276 3.00698  0.101
F3 -5.32372 -6.06496 -0.18910  0.035
H25 -0.03744 -7.38469 1.09938  0.072
C11 7.81841 -2.53382 0.10667  -0.103
H26 8.81661 -2.99972 -0.29585  0.079
P2 -2.99769 6.62854 -3.66526  0.780
H27 -0.54620 8.06254 -5.79579  0.122
H28 6.77775 -6.69724 -0.95386  0.120
H29 5.26119 -5.59817 -0.72740  0.117
F4 -5.12982 -4.44054 1.70041  0.056
C12 -1.44040 2.80033 -0.82453  -0.078
O8 -0.13649 1.56751 0.87346  -0.270
H30 8.06609 -1.76066 0.98018  0.075
H31 -3.47207 5.70007 -1.19819  0.100
H32 -3.94142 -0.29920 3.02400  0.074
H33 -1.26208 0.64749 -0.64527  0.112
S1 -0.39594 -4.71994 0.82993  0.847
H34 5.86748 -1.99014 1.99186  0.085
H35 5.04458 -5.84739 2.56581  0.126
C13 -1.21475 7.24740 -5.50446  -0.298
C14 -3.66079 -1.17039 2.42568  -0.070
H36 -0.90782 3.70284 -0.51104  0.069
H37 -5.63458 9.01300 -4.48583  0.118
H38 -4.68934 9.06031 -3.02425  0.111
H39 3.18550 -5.24730 0.97058  0.123
H40 -2.36550 4.53151 2.44333  0.112
C15 -2.20505 -1.11909 1.99464  -0.311
C16 -1.65706 3.76368 2.76709  -0.300
F5 -2.74945 -6.67051 -0.11512  0.041
C17 -4.71928 -5.75692 1.15833  -0.109
H41 4.56138 -3.20744 1.21061  0.072
H42 -1.18149 6.94109 -0.84652  0.075
H43 0.19599 1.47812 -1.11005  0.119
O9 -1.83406 0.95321 3.61003  -0.206
C18 1.78328 -6.38991 2.36337  -0.184
H44 5.45107 -7.97505 3.74458  0.094
H45 -0.11278 5.23046 3.14300  0.080
C19 -2.08371 7.07013 -0.24232  -0.069
C20 -3.06171 -5.98200 1.16114  -0.100
C21 -3.72724 9.89915 -4.77620  -0.076
C22 6.86799 -3.69568 0.84044  -0.261
H46 0.48762 3.56770 2.99363  0.070
C23 7.12622 -5.16427 0.69727  -0.106
H47 -2.43191 2.81647 -0.36220  0.073
F6 -2.34525 -3.96360 2.55559  0.002
H48 -0.58907 6.39898 -5.20889  0.108
F7 -2.77715 -3.62434 0.13659  0.013
H49 -1.53361 -1.33672 2.83275  0.105
C24 -2.22969 -4.56950 1.17916  -0.234
C25 -0.24085 4.28684 2.60578  -0.084
O10 -0.10553 -4.56626 -0.68197  -0.328
H50 -2.75445 9.97170 -4.28070  0.074